Record 1
{"formula": "C13H18F6N2O8RbS3", "method": "ωB97M-V/def2-TZVPD", "fmax_ev_per_a": 1.0, "charge": -2, "e_homo_ev": [-1.7, -1.8], "total_energy_ha": -3035.369182, "spin_multiplicity": 2, "gap_ev": [5.557, 5.743], "species": ["Rb", "C", "O", "C", "C", "O", "C", "C", "O", "C", "H", "H", "H", "H", "H", "H", "H", "H", "H", "H", "H", "H", "H", "H", "F", "C", "F", "F", "S", "O", "O", "N", "S", "O", "O", "C", "F", "F", "F", "O", "N", "C", "C", "C", "C", "C", "S", "H", "H", "H", "H"], "positions_angstrom": [[0.43, -0.95, 0.13], [-0.31, 2.52, -1.55], [-0.42, 1.57, -0.53], [-1.03, 2.05, 0.65], [-2.52, 2.35, 0.49], [-3.31, 1.24, 0.14], [-3.47, 0.30, 1.19], [-4.42, -0.81, 0.75], [-3.80, -1.93, 0.18], [-3.18, -1.69, -1.08], [0.09, 3.47, -1.17], [-1.27, 2.71, -2.05], [0.39, 2.12, -2.29], [-0.52, 2.97, 0.99], [-0.85, 1.30, 1.43], [-2.67, 3.09, -0.30], [-2.87, 2.79, 1.44], [-3.89, 0.82, 2.07], [-2.52, -0.14, 1.51], [-5.17, -0.38, 0.07], [-4.94, -1.19, 1.64], [-3.94, -1.45, -1.84], [-2.63, -2.58, -1.35], [-2.48, -0.85, -1.03], [1.51, 0.89, 5.24], [0.48, 0.55, 4.47], [-0.01, 1.67, 3.91], [-0.50, 0.09, 5.30], [0.89, -0.82, 3.25], [-0.42, -0.85, 2.53], [1.12, -1.90, 4.23], [2.15, 0.74, 2.35], [3.27, 0.44, 1.36], [4.61, 0.14, 1.84], [2.90, -0.36, 0.18], [3.52, 2.12, 0.58], [4.07, 3.03, 1.42], [4.36, 2.04, -0.48], [2.38, 2.67, 0.12], [-0.30, -1.45, -2.36], [0.89, -1.90, -2.68], [1.80, -0.99, -3.09], [3.08, -1.33, -3.44], [3.44, -2.68, -3.36], [2.50, -3.59, -2.95], [1.18, -3.25, -2.58], [0.02, -4.37, -2.04], [1.41, 0.01, -3.08], [3.78, -0.55, -3.72], [4.44, -3.00, -3.61], [2.75, -4.64, -2.86]], "nbo_charge": [0.91, -0.24, -0.55, -0.11, -0.09, -0.55, -0.12, -0.07, -0.54, -0.26, 0.16, 0.16, 0.19, 0.18, 0.24, 0.18, 0.16, 0.16, 0.22, 0.15, 0.18, 0.14, 0.23, 0.19, -0.33, 0.74, -0.34, -0.35, 1.76, -1.05, -0.97, -1.19, 2.19, -0.99, -1.06, 0.69, -0.34, -0.35, -0.35, -0.67, 0.00, 0.00, -0.28, -0.21, -0.26, 0.01, -0.40, 0.21, 0.21, 0.20, 0.22]}

=====

Record 2
{"formula": "C13H18KO12", "method": "ωB97M-V/def2-TZVPD", "fmax_ev_per_a": 5.2, "charge": -1, "e_homo_ev": -2.8, "total_energy_ha": -2009.061934, "gap_ev": 4.563, "species": ["K", "C", "O", "O", "O", "C", "C", "C", "O", "C", "O", "O", "H", "H", "H", "H", "H", "H", "C", "C", "C", "O", "C", "O", "O", "H", "H", "H", "H", "H", "H", "C", "C", "C", "O", "C", "O", "O", "H", "H", "H", "H", "H", "H"], "positions_angstrom": [[0.06, 3.58, 1.55], [0.24, 4.83, -1.19], [0.65, 5.71, -0.18], [0.06, 3.52, -0.77], [0.02, 5.20, -2.39], [2.18, 3.22, -3.25], [2.93, 2.45, -2.13], [2.28, 1.13, -1.64], [3.44, 0.21, -1.61], [4.51, 0.70, -2.35], [5.46, -0.02, -2.65], [4.23, 1.90, -2.81], [2.98, 3.90, -3.49], [1.29, 3.73, -2.85], [1.84, 2.56, -4.03], [3.28, 3.08, -1.30], [1.60, 0.80, -2.44], [1.80, 1.26, -0.66], [-4.27, -2.64, 0.84], [-4.23, -1.14, 0.74], [-5.10, -0.44, 1.77], [-4.32, 0.64, 2.31], [-3.00, 0.51, 1.98], [-2.13, 1.19, 2.30], [-2.87, -0.60, 1.10], [-3.52, -3.03, 0.15], [-5.24, -2.96, 0.46], [-4.04, -3.04, 1.81], [-4.42, -0.66, -0.23], [-5.45, -1.11, 2.53], [-5.99, 0.03, 1.39], [2.58, -3.40, 0.88], [1.10, -2.98, 0.69], [0.23, -3.10, 1.93], [0.39, -1.86, 2.56], [0.71, -0.90, 1.59], [0.66, 0.24, 1.73], [1.10, -1.56, 0.49], [2.64, -4.47, 0.92], [2.93, -3.06, 1.86], [3.19, -2.93, 0.12], [0.60, -3.47, -0.14], [0.47, -3.86, 2.66], [-0.86, -3.15, 1.74]], "lowdin_charge": [0.85, -0.84, -0.35, -0.43, -0.14, -0.01, -0.19, -0.07, -0.01, -0.58, 0.07, 0.05, 0.08, 0.04, 0.07, 0.15, 0.13, 0.11, -0.03, -0.27, -0.10, 0.06, -0.53, 0.20, 0.04, 0.08, 0.09, 0.09, 0.16, 0.11, 0.13, 0.00, -0.28, -0.14, 0.03, -0.55, 0.20, 0.08, 0.07, 0.09, 0.09, 0.15, 0.13, 0.13]}

=====

Record 3
{"formula": "C13H18N2Ti", "method": "ωB97M-V/def2-TZVPD", "fmax_ev_per_a": 2.0, "charge": 0, "e_homo_ev": -6.8, "total_energy_ha": -1465.122451, "gap_ev": 6.881, "species": ["C", "C", "C", "C", "C", "Ti", "N", "C", "C", "H", "H", "H", "H", "H", "H", "H", "H", "H", "H", "C", "C", "C", "C", "C", "C", "N", "H", "H", "H", "H", "H", "H", "H", "H"], "positions_angstrom": [[-0.35, 0.92, -2.93], [1.05, 1.06, -2.69], [1.22, 1.89, -1.54], [-0.07, 2.25, -1.07], [-1.04, 1.65, -1.92], [0.08, -0.13, -0.85], [-1.23, -1.43, -0.82], [-0.28, -2.48, -1.34], [1.11, -1.82, -1.54], [2.18, 2.16, -1.09], [1.85, 0.61, -3.28], [-0.28, 2.85, -0.18], [-2.12, 1.72, -1.81], [-0.81, 0.33, -3.72], [1.48, -1.90, -2.57], [-0.23, -3.32, -0.62], [-2.21, -1.74, -0.82], [1.87, -2.18, -0.82], [-0.65, -2.87, -2.31], [-2.58, 0.34, 1.49], [-1.18, 0.23, 1.99], [-0.81, 0.32, 3.32], [0.56, 0.20, 3.35], [0.97, 0.04, 2.04], [2.39, -0.11, 1.59], [-0.09, 0.06, 1.21], [-2.66, 1.18, 0.77], [-3.28, 0.52, 2.33], [-2.89, -0.60, 1.00], [-1.46, 0.46, 4.17], [1.20, 0.22, 4.23], [2.97, 0.78, 1.90], [2.83, -1.02, 2.05], [2.44, -0.19, 0.49]], "nbo_charge": [-0.31, -0.29, -0.32, -0.29, -0.32, 1.41, -0.79, -0.26, -0.76, 0.25, 0.25, 0.26, 0.25, 0.25, 0.23, 0.20, 0.40, 0.23, 0.19, -0.62, 0.09, -0.29, -0.33, 0.11, -0.62, -0.58, 0.20, 0.22, 0.20, 0.21, 0.21, 0.22, 0.22, 0.19]}

=====

Record 4
{"formula": "C13H18N5O5", "method": "ωB97M-V/def2-TZVPD", "fmax_ev_per_a": 3.1, "charge": -1, "smiles": "CNC(=O)[C@@H](CC(=O)[O-])NC(=O)[C@@H](Cc1cnc[nH]1)NC(C)=O", "e_homo_ev": -5.1, "total_energy_ha": -1156.328759, "gap_ev": 7.783, "species": ["C", "N", "C", "O", "C", "C", "C", "O", "O", "N", "C", "O", "C", "C", "C", "C", "N", "C", "N", "N", "C", "C", "O", "H", "H", "H", "H", "H", "H", "H", "H", "H", "H", "H", "H", "H", "H", "H", "H", "H", "H"], "positions_angstrom": [[3.63, -3.96, -1.30], [3.29, -2.59, -0.90], [2.15, -1.92, -1.17], [1.29, -2.31, -2.00], [1.88, -0.58, -0.47], [2.84, 0.53, -0.92], [4.19, 0.46, -0.19], [4.41, -0.56, 0.50], [5.01, 1.42, -0.34], [0.47, -0.16, -0.69], [-0.57, -0.65, -0.01], [-0.40, -1.53, 0.84], [-1.95, -0.11, -0.38], [-3.01, -0.35, 0.71], [-2.63, 0.32, 2.03], [-3.34, 1.33, 2.65], [-2.74, 1.64, 3.87], [-1.68, 0.81, 3.95], [-1.59, 0.00, 2.88], [-1.86, 1.31, -0.69], [-2.70, 1.99, -1.45], [-2.39, 3.47, -1.61], [-3.73, 1.54, -1.91], [2.88, -4.41, -1.94], [4.60, -3.98, -1.85], [3.77, -4.59, -0.41], [3.89, -2.12, -0.22], [1.99, -0.77, 0.61], [2.39, 1.49, -0.66], [3.02, 0.45, -1.99], [0.30, 0.39, -1.51], [-2.24, -0.58, -1.31], [-3.12, -1.44, 0.86], [-3.96, 0.10, 0.36], [-4.22, 1.83, 2.27], [-0.96, 0.82, 4.74], [-0.84, -0.69, 2.70], [-1.14, 1.85, -0.21], [-1.35, 3.69, -1.71], [-2.65, 3.96, -0.68], [-2.94, 3.88, -2.45]], "nbo_charge": [-0.41, -0.63, 0.67, -0.69, -0.14, -0.53, 0.77, -0.80, -0.76, -0.58, 0.69, -0.67, -0.13, -0.43, 0.08, -0.11, -0.48, 0.15, -0.53, -0.61, 0.68, -0.71, -0.65, 0.22, 0.19, 0.19, 0.45, 0.25, 0.22, 0.22, 0.40, 0.24, 0.23, 0.25, 0.20, 0.19, 0.46, 0.41, 0.21, 0.23, 0.24]}

=====

Record 5
{"formula": "C13H18O12", "method": "ωB97M-V/def2-TZVPD", "fmax_ev_per_a": 11.8, "charge": 0, "smiles": "C[C@H]1COC(=O)O1.O=C1OCCO1.O=C1OCCO1.O=C1OCCO1", "e_homo_ev": -10.4, "total_energy_ha": -1408.917946, "gap_ev": 10.511, "species": ["C", "C", "C", "O", "C", "O", "O", "H", "H", "H", "H", "H", "H", "O", "C", "O", "C", "C", "O", "H", "H", "H", "H", "O", "C", "O", "C", "C", "O", "H", "H", "H", "H", "O", "C", "O", "C", "C", "O", "H", "H", "H", "H"], "positions_angstrom": [[-2.37, 0.09, 5.64], [-1.47, 0.26, 4.39], [-1.96, -0.42, 3.12], [-1.84, 0.69, 2.21], [-1.64, 1.78, 2.80], [-1.58, 2.85, 2.18], [-1.55, 1.57, 4.08], [-2.46, -0.97, 5.91], [-3.37, 0.39, 5.33], [-1.76, 0.49, 6.45], [-0.44, -0.09, 4.49], [-3.01, -0.64, 3.25], [-1.45, -1.35, 2.89], [0.62, -3.14, -2.27], [1.30, -2.88, -3.22], [2.53, -2.50, -3.16], [2.87, -1.89, -4.37], [1.93, -2.61, -5.35], [0.98, -3.07, -4.50], [2.69, -0.82, -4.26], [3.88, -2.09, -4.71], [2.51, -3.20, -6.07], [1.47, -1.73, -5.80], [4.73, -1.64, 3.22], [4.65, -0.48, 2.71], [3.57, -0.05, 2.05], [3.84, 1.21, 1.60], [5.19, 1.55, 1.94], [5.56, 0.25, 2.48], [3.66, 1.34, 0.53], [3.18, 1.88, 2.15], [5.17, 2.30, 2.73], [5.57, 1.86, 0.97], [-5.08, 3.61, -2.50], [-4.73, 2.47, -2.79], [-3.57, 2.15, -3.42], [-3.21, 0.89, -3.24], [-4.51, 0.22, -2.81], [-5.26, 1.38, -2.41], [-3.01, 0.36, -4.18], [-2.45, 0.72, -2.47], [-4.19, -0.39, -1.96], [-5.00, -0.35, -3.60]], "nbo_charge": [-0.63, 0.07, -0.10, -0.47, 0.97, -0.62, -0.48, 0.21, 0.23, 0.24, 0.18, 0.18, 0.21, -0.58, 0.96, -0.47, -0.10, -0.10, -0.48, 0.18, 0.20, 0.20, 0.19, -0.63, 0.96, -0.47, -0.11, -0.11, -0.44, 0.19, 0.19, 0.21, 0.22, -0.58, 0.97, -0.50, -0.09, -0.10, -0.47, 0.18, 0.18, 0.20, 0.19]}

=====

Record 6
{"formula": "C13H18S", "method": "ωB97M-V/def2-TZVPD", "fmax_ev_per_a": 3.9, "charge": 0, "smiles": "C=S(=C)(c1ccccc1CC)C1CC1", "e_homo_ev": -7.2, "total_energy_ha": -904.049065, "gap_ev": 7.918, "species": ["C", "S", "C", "C", "C", "C", "C", "C", "C", "C", "C", "C", "C", "C", "H", "H", "H", "H", "H", "H", "H", "H", "H", "H", "H", "H", "H", "H", "H", "H", "H", "H"], "positions_angstrom": [[-0.85, 1.73, -0.21], [-0.97, 0.35, 0.77], [-0.91, 1.04, 2.29], [0.51, -0.60, 0.51], [0.50, -1.95, 0.65], [1.50, -2.84, 0.35], [2.78, -2.25, 0.05], [2.82, -0.89, -0.10], [1.79, 0.02, 0.25], [2.09, 1.50, 0.06], [2.24, 1.88, -1.39], [-2.27, -1.01, 0.36], [-3.28, -0.62, -0.70], [-2.14, -1.44, -1.09], [-1.53, 2.46, 0.08], [-0.74, 1.58, -1.22], [-1.48, 1.95, 2.31], [-1.32, 0.36, 3.00], [-0.48, -2.44, 0.77], [1.42, -3.90, 0.65], [3.51, -2.90, -0.29], [3.74, -0.47, -0.36], [1.38, 2.13, 0.46], [3.02, 1.72, 0.52], [3.22, 1.53, -1.97], [2.06, 2.92, -1.52], [1.43, 1.53, -2.05], [-2.68, -1.73, 1.01], [-3.46, 0.29, -1.27], [-4.19, -1.27, -0.68], [-2.28, -2.55, -1.29], [-1.29, -1.03, -1.58]], "nbo_charge": [-0.96, 1.38, -1.00, -0.28, -0.19, -0.22, -0.17, -0.22, 0.09, -0.45, -0.59, -0.44, -0.43, -0.42, 0.22, 0.20, 0.22, 0.19, 0.22, 0.22, 0.21, 0.21, 0.26, 0.21, 0.20, 0.22, 0.20, 0.24, 0.24, 0.22, 0.22, 0.22]}